Density functional theory data (ωB97M-V/def2-TZVPD) for C4H8P2 as an isolated structure in a non-equilibrium geometry.

Geometry (Å):
H -0.078 -1.268 -3.009
H 1.144 -0.404 -1.286
H -0.708 1.898 2.745
H 0.374 2.880 1.848
H -0.360 -2.638 -1.779
C 0.249 1.817 2.190
C -0.588 -1.531 -2.100
C 0.210 0.845 1.113
H 1.269 -1.553 1.025
H 1.154 1.582 2.845
C 0.004 -0.595 -1.085
P -0.736 1.077 -1.099
H -1.777 -1.243 -2.216
P -0.158 -0.869 0.807

Calculated values
E_HOMO (spin up / spin down) ... -8.079 / -7.646 eV
HOMO-LUMO gap (spin up / spin down) ... 7.9 / 6.8 eV
Relative energy (zero: lowest compared OMol25 entry of this formula, charge and spin) ... 110.0 kcal per mole
Electronic energy ... -839.710157 hartree
E_LUMO (spin up / spin down) ... -0.16 / -0.86 eV

Density functional theory data (ωB97M-V/def2-TZVPD) for C4H8OS in the gas phase in a non-equilibrium geometry.

Geometry (Å):
C 0.205 0.400 1.282
H -2.355 1.134 0.639
H -2.817 0.268 2.075
H 1.507 -1.830 -1.537
H 2.861 -0.934 -2.098
C -2.089 0.377 1.448
S 1.760 0.529 -0.863
C 1.703 -0.903 -1.980
H -0.652 1.005 -0.515
H 1.172 -0.857 -3.113
H 1.351 0.247 1.648
C 0.202 0.714 -0.043
H -2.032 -0.604 0.831
O -0.815 0.456 2.227

Calculated values
E_HOMO ... -8.497 eV
HOMO-LUMO gap ... 9.5 eV
Relative energy (zero: lowest compared OMol25 entry of this formula, charge and spin) ... 74.0 kcal per mole
SMILES ... CO/C=C/SC
Electronic energy ... -630.516955 hartree
E_LUMO ... 0.96 eV

Density functional theory data (ωB97M-V/def2-TZVPD) for C29H30ILuN16O7S3 as an isolated structure in a non-equilibrium geometry.

Geometry (Å):
C -3.381 -0.022 -1.457
H -0.991 7.014 1.005
C 4.132 0.393 -2.517
H 2.643 -3.093 3.088
C 0.152 -0.797 4.426
C -6.864 1.239 -1.669
H -1.543 -2.939 3.862
C -0.521 6.090 0.656
N 0.001 -2.510 -2.278
H 0.303 5.825 1.320
C -3.335 2.347 -1.936
H -0.126 6.241 -0.354
H 2.127 -2.001 -3.469
C 2.888 0.183 1.398
C 2.952 -0.403 -2.490
H -1.927 1.877 1.283
S -2.598 -1.551 -1.240
H 1.691 1.516 0.712
H 1.763 -3.368 -0.109
N 2.084 -2.415 0.057
C -0.054 -0.845 2.992
C -0.675 -4.359 -3.595
O -1.362 0.232 1.351
N 4.676 2.379 -1.029
C -0.260 -3.818 -2.392
C 5.248 0.672 1.816
H 5.764 1.344 1.125
H -2.286 5.093 0.109
H -3.261 -2.105 2.459
H -0.815 -0.560 -5.532
C -1.619 0.723 3.773
S 0.220 3.444 1.989
C -0.600 -2.329 -4.581
C 5.132 0.104 -3.438
C 2.573 -2.297 1.234
Lu 0.114 -0.889 -0.183
C -1.255 -3.610 3.058
N -0.852 -3.634 -4.692
N -2.143 2.852 1.055
H 5.371 -0.343 1.445
H -0.878 -5.415 -3.707
C -4.770 0.034 -1.441
N 2.974 -1.472 -3.362
H -0.193 -3.823 3.112
H 5.703 0.759 2.808
H 3.656 -1.269 2.568
O 0.481 -1.652 2.152
H -0.159 -4.414 -1.497
N -2.818 -2.468 1.631
O -0.878 0.638 6.096
O -2.636 1.407 3.842
H -1.261 -1.946 -6.448
C -4.726 2.406 -1.918
H 2.095 -4.126 1.899
H 0.051 -0.712 -3.288
C -0.144 -1.776 -3.371
C -2.634 1.162 -1.712
O 0.908 -1.521 5.089
C -5.462 1.223 -1.670
C 3.605 2.454 1.949
N -8.016 1.228 -1.669
N 3.206 -1.158 1.669
C -1.038 0.094 2.589
H 3.655 -1.483 -4.100
H -3.052 -2.041 0.713
N 1.768 0.512 0.881
N 5.944 -0.154 -4.224
C 4.379 1.474 -1.685
I -2.296 -5.454 3.370
H -2.955 3.017 0.479
N -5.924 4.621 -2.346
H -2.759 3.235 -2.153
C -0.779 0.258 4.938
N 2.724 -3.363 2.115
O -0.938 -3.306 0.704
S -0.908 1.195 -1.793
H -5.329 -0.873 -1.253
N 3.848 1.028 1.868
C -5.393 3.617 -2.156
N -0.724 -1.550 -5.693
C -1.637 -3.085 1.691
H 3.836 2.952 1.004
H 2.573 2.653 2.227
H 4.246 2.858 2.733
N -1.465 5.010 0.691
O 1.953 -0.231 -1.764
C -1.192 3.775 1.182

Calculated values
E_HOMO ... -2.903 eV
HOMO-LUMO gap ... 6.1 eV
Total charge ... -2
Electronic energy ... -5254.107690 hartree
E_LUMO ... 3.24 eV

Density functional theory data (ωB97M-V/def2-TZVPD) for an isolated ion of composition C2H3N2O4 and charge -1 in a non-equilibrium geometry.

Geometry (Å):
H -1.580 -0.652 -0.254
O 2.889 1.454 -0.086
H -0.720 -1.004 1.018
O 3.682 -0.664 0.394
N -0.940 -0.234 0.482
O 0.389 1.525 0.232
C 2.894 0.204 0.105
O 1.289 -1.722 -0.416
H 1.320 1.613 0.050
C 1.378 -0.567 -0.113
N 0.224 0.187 -0.133

Calculated values
E_HOMO ... -4.309 eV
HOMO-LUMO gap ... 8.4 eV
Relative energy (zero: lowest compared OMol25 entry of this formula, charge and spin) ... 0.0 kcal per mole
SMILES ... NN(O)C(=O)C(=O)[O-]
Total charge ... -1
Electronic energy ... -488.477027 hartree
E_LUMO ... 4.07 eV

Density functional theory data (ωB97M-V/def2-TZVPD) for a 5-piece molecular cluster, C24H53BN3O16P overall in a non-equilibrium geometry.

Geometry (Å):
C 1.455 6.568 -1.373
H -2.428 -5.035 3.899
C 1.803 3.310 -2.771
O 1.727 5.172 -1.295
C -1.453 -4.012 1.008
H -2.453 -3.339 3.393
H 0.089 2.281 -4.494
C -2.503 -4.369 3.043
H 0.734 -6.136 -3.581
C 1.498 -6.790 -4.002
H 1.319 -6.851 -5.076
H 3.252 -4.446 2.107
C 2.442 4.692 -2.422
C -1.767 2.997 -3.683
H -3.593 5.057 4.205
O 1.312 -1.681 6.091
H -3.430 4.444 5.859
H 1.357 -0.502 7.747
C -3.262 2.971 -0.271
C 1.690 -3.260 2.995
O -2.870 3.161 4.313
H 0.848 6.816 -0.502
O 0.390 3.435 -2.745
H 0.558 -4.188 -1.485
C -3.050 -0.966 4.960
H -1.483 0.777 -2.081
H 0.327 6.248 -5.635
H -0.972 -0.545 4.659
H -2.074 1.977 -3.911
C 2.253 -1.647 -4.085
O 2.772 -1.257 4.417
N 2.097 0.618 -1.675
C 2.565 -3.933 -3.808
C 0.211 -2.192 -0.786
C -2.370 1.190 -1.603
O -2.021 1.179 4.447
H 2.510 -1.462 -3.047
O 1.938 -3.932 -2.779
H -3.924 -0.538 5.451
P 2.173 2.171 -1.340
H 2.952 -1.015 7.170
B -0.145 4.391 -5.071
H 3.772 -3.515 3.518
O -0.363 4.056 -6.431
O 2.834 -2.868 -4.563
H -4.213 2.623 -0.695
C -0.240 3.210 -4.006
O -0.332 -4.279 0.338
H -3.299 -1.084 3.903
C 1.854 -1.880 4.882
H -0.557 -1.609 -0.275
H -3.188 1.158 -2.338
O -3.293 1.930 6.164
H 1.379 -7.783 -3.566
H -1.139 -3.732 -1.503
H 3.070 -6.144 -2.657
N -2.171 2.605 -1.194
H 1.268 2.587 -0.338
C -3.715 4.184 4.841
H -0.652 6.254 -4.296
C 2.887 -6.252 -3.726
H -2.675 0.636 -0.719
O 1.207 -2.891 4.300
C 1.965 -0.672 6.862
H -3.089 2.427 0.661
H 3.464 4.502 -2.065
H -2.861 -1.949 5.392
H -2.363 3.644 -4.334
H -3.450 -4.553 2.539
H 0.905 6.775 -2.291
O -2.150 4.661 -2.101
O -2.358 -3.311 0.634
H 1.171 -1.680 -4.206
C -2.064 3.480 -2.269
H 2.651 -0.838 -4.693
H -3.269 4.026 -0.018
H 1.844 -2.371 2.381
C 2.951 -4.093 3.094
H 3.031 0.258 -1.484
N 0.121 5.779 -4.756
H 2.789 -4.954 3.745
H 1.120 -2.121 -0.187
H 3.636 -6.939 -4.119
O 3.108 -5.004 -4.396
H 3.480 2.530 -0.917
H 0.396 -1.738 -1.759
H 2.192 2.909 -3.711
H -1.318 4.065 -6.587
O -1.395 -4.644 2.187
H 0.901 -3.843 2.530
C -0.209 -3.638 -0.941
H 2.394 7.133 -1.302
C -1.838 -0.074 5.122
H 2.419 5.382 -3.265
H -1.598 0.089 6.173
C -2.777 2.072 5.085
H -4.756 3.864 4.810
H 2.046 0.259 6.304

Calculated values
E_HOMO ... -8.390 eV
HOMO-LUMO gap ... 8.7 eV
Relative energy (zero: lowest compared OMol25 entry of this formula, charge and spin) ... 21.4 kcal per mole
SMILES ... COC[C@H](O[C@@H](CC(=O)N(C)C)B(N)O)[PH2]=N.CCOC(=O)OC.CCOC(=O)OC.CCOC(=O)OC.CCOC(=O)OC
Electronic energy ... -2680.618696 hartree
E_LUMO ... 0.27 eV

Density functional theory data (ωB97M-V/def2-TZVPD) for CH7N2P3 as an isolated structure in a non-equilibrium geometry.

Geometry (Å):
H -4.050 -1.052 -0.789
H 2.228 2.305 0.916
H 2.009 -0.787 -0.143
N 0.491 0.554 0.426
P 1.550 1.773 -0.219
H 0.405 -1.578 0.444
P -3.825 0.351 -0.197
H 0.670 2.888 -0.201
H -4.572 -0.065 0.964
H 1.481 -0.981 1.555
C 1.081 -0.810 0.539
P -1.124 1.242 0.345
N -2.241 0.211 0.116

Calculated values
E_HOMO ... -8.189 eV
HOMO-LUMO gap ... 8.1 eV
Relative energy (zero: lowest compared OMol25 entry of this formula, charge and spin) ... 13.8 kcal per mole
Electronic energy ... -1175.797886 hartree
E_LUMO ... -0.12 eV

What is the electronic energy in the first record? -839.710157 hartree

What is the electronic energy in the second record? -630.516955 hartree